This record from the OMol25 dataset describes an isolated ion of composition C3H8NO and charge +1 at a distorted geometry. The level of theory is ωB97M-V/def2-TZVPD.

```
13
Properties=species:S:1:pos:R:3:forces:R:3
O 2.0033 -0.7945 0.7004 -0.6 -0.2 -0.5
N -2.0016 0.6807 0.1608 0.5 -0.6 -0.1
C 0.1226 -0.0431 -0.6031 0.6 -1.7 0.7
C 1.4793 0.2469 -0.0950 0.5 1.7 0.8
C -0.9701 -0.3156 0.3415 0.6 1.0 0.3
H -2.9473 0.3544 0.2019 -0.3 0.1 -0.5
H 2.1270 0.6341 -0.8809 0.3 -0.4 0.0
H -1.2611 -1.3476 0.1058 -0.4 -0.1 -0.1
H 2.3700 -1.4581 0.1083 0.2 -0.3 0.0
H -0.6488 -0.2882 1.3879 0.3 -0.3 -0.2
H -1.7745 1.4955 -0.3789 -0.4 0.2 -0.1
H 0.1333 -0.2373 -1.6769 -1.2 0.6 -0.1
H 1.3678 1.0728 0.6281 -0.1 0.2 -0.2
```
Positions in Å, forces in eV/Å.

- Gap between HOMO and LUMO: 7.05 eV
- ΔE to the lowest compared entry with this formula, charge and spin: 3.3755 eV
- Net charge: +1
- LUMO: -7.744 eV
- E_HOMO: -14.8 eV



This record from the OMol25 dataset describes an isolated ion of composition C3H8NO and charge +1 at a distorted geometry. The level of theory is ωB97M-V/def2-TZVPD.

```
13
Properties=species:S:1:pos:R:3:forces:R:3
O -1.7055 0.1603 0.9919 2.5 -0.4 0.6
N 0.1569 -0.1642 -0.7763 -0.1 -0.7 -0.9
C 1.1651 0.1094 -1.8813 0.2 0.7 -1.7
C 0.6692 -0.0371 0.6560 -2.9 -0.2 -1.7
C -0.5994 -0.0577 1.4712 -1.9 -0.7 3.9
H -0.3203 -1.0778 -0.9968 1.1 0.4 0.9
H 2.0150 -0.6714 -1.9328 -1.4 1.5 0.7
H -0.4627 -0.2664 2.7482 -0.3 0.7 -3.6
H 1.0815 0.9045 0.9104 0.9 1.1 -0.5
H 0.7253 0.1458 -2.9416 -0.1 -0.6 1.8
H 1.3412 -0.8080 0.7241 1.6 -1.8 1.2
H -0.7074 0.3780 -0.7172 -0.1 1.0 -0.8
H 1.4632 1.1742 -1.7706 0.5 -1.0 0.3
```
Positions in Å, forces in eV/Å.

- Gap between HOMO and LUMO: 11.43 eV
- ΔE to the lowest compared entry with this formula, charge and spin: 1.4313 eV
- Net charge: +1
- LUMO: -3.877 eV
- E_HOMO: -15.3 eV
- SMILES string: C[NH2+]CC=O



This record from the OMol25 dataset describes an isolated ion of composition C3H8NO2 and charge -1 at a distorted geometry. The level of theory is ωB97M-V/def2-TZVPD.

```
14
Properties=species:S:1:pos:R:3:forces:R:3
O -1.8290 -0.0079 1.8943 0.1 -0.2 0.2
O 0.3086 1.4319 -1.6681 -0.2 0.5 0.1
N 1.2066 -0.2995 -0.2597 0.5 -0.6 -0.4
C 0.9862 0.3100 -1.6322 -0.1 -0.2 0.0
C -0.0168 -0.7081 0.3705 -0.3 0.3 0.3
C -0.8074 0.4355 0.9573 -0.9 0.3 0.4
H -0.6225 -1.2396 -0.3686 0.0 -0.1 -0.1
H -2.1015 -0.8915 1.6326 0.0 0.0 -0.1
H 1.6749 0.4064 0.2978 -0.1 0.1 0.1
H 2.0241 0.3812 -2.0429 0.1 -0.1 0.0
H 0.1299 -1.3772 1.2324 0.4 -0.3 -0.2
H 0.4768 -0.5304 -2.1788 0.2 -0.2 -0.1
H -1.3119 1.0505 0.2214 0.4 0.1 -0.3
H -0.1183 1.0387 1.5441 0.0 0.3 0.0
```
Positions in Å, forces in eV/Å.

- Gap between HOMO and LUMO: 6.37 eV
- ΔE to the lowest compared entry with this formula, charge and spin: 2.6824 eV
- Net charge: -1
- LUMO: 3.870 eV
- E_HOMO: -2.5 eV
- SMILES string: [O-]CNCCO



This record from the OMol25 dataset describes an isolated ion of composition C3H8NO2 and charge -1 at a distorted geometry. The level of theory is ωB97M-V/def2-TZVPD.

```
14
Properties=species:S:1:pos:R:3:forces:R:3
O 0.9906 -1.2835 -1.6345 -0.1 0.3 0.1
O 0.7372 1.0771 2.1176 0.3 0.1 0.4
N -1.0835 -0.4726 -0.7453 0.0 0.1 0.7
C 0.5952 0.1977 1.0077 -0.6 -1.1 -0.6
C -0.7855 0.3831 0.3911 0.1 0.7 -0.2
C 0.0000 -0.4095 -1.7998 0.0 -0.4 -0.3
H 1.3255 0.3177 0.2163 0.4 0.5 0.0
H 0.2953 0.6788 -1.7829 0.0 0.0 0.0
H 1.1731 0.5687 2.8053 0.0 0.2 0.0
H -0.5620 -0.5118 -2.7679 0.1 -0.1 0.1
H 0.7306 -0.8539 1.2906 -0.1 0.0 0.3
H -0.8249 1.4326 0.0846 -0.1 0.1 -0.1
H -1.5741 0.2737 1.1374 0.0 -0.1 0.3
H -1.0176 -1.3980 -0.3201 0.0 -0.3 -0.7
```
Positions in Å, forces in eV/Å.

- Gap between HOMO and LUMO: 6.10 eV
- ΔE to the lowest compared entry with this formula, charge and spin: 2.7906 eV
- Net charge: -1
- LUMO: 3.639 eV
- E_HOMO: -2.5 eV
- SMILES string: [O-]CNCCO



This record from the OMol25 dataset describes an isolated molecule of C3H8NO2 at a distorted geometry. The level of theory is ωB97M-V/def2-TZVPD.

```
14
Properties=species:S:1:pos:R:3:forces:R:3
O 2.0575 -1.2578 0.9604 0.4 0.3 0.4
O 0.0645 -2.2135 1.2765 0.3 0.3 0.8
N -0.6750 1.4564 -1.1916 0.5 0.4 -0.3
C 0.0740 0.1130 0.8109 0.4 -0.1 -1.2
C -0.1589 0.1208 -0.7233 -0.6 0.0 0.4
C 0.8745 -1.1362 1.0704 -0.6 -0.5 -0.4
H 0.6550 -0.1448 -1.3893 0.5 0.1 0.5
H -0.9166 0.0753 1.2507 0.1 0.1 0.4
H 0.6324 0.9874 1.1202 0.1 0.0 0.2
H 0.0808 1.9444 -1.7554 -0.2 0.0 0.0
H -0.9183 -0.6242 -0.8945 -0.4 -0.1 -0.3
H -1.5235 1.3960 -1.8071 -0.1 -0.1 0.0
H -0.8948 2.1427 -0.4376 -0.2 -0.2 0.1
H 0.6485 -2.8595 1.7098 -0.2 -0.3 -0.5
```
Positions in Å, forces in eV/Å.

- Gap between HOMO and LUMO (spin up / spin down): 4.50 / 11.71 eV
- ΔE to the lowest compared entry with this formula, charge and spin: 0.8467 eV
- Spin multiplicity: 2
- Net charge: 0
- LUMO (spin up / spin down): 0.558 / 0.475 eV
- E_HOMO (spin up / spin down): -3.9 / -11.2 eV



This record from the OMol25 dataset describes an isolated ion of composition C3H8NO2 and charge +1. The level of theory is ωB97M-V/def2-TZVPD.

```
14
Properties=species:S:1:pos:R:3:forces:R:3
O -1.2003 1.5973 -1.4449 -0.1 0.2 0.0
O -0.0106 1.3590 0.8826 0.1 0.1 0.3
N -0.7943 -0.8426 0.8369 0.0 0.1 0.1
C 0.0300 0.2635 0.0861 -0.1 0.1 -0.3
C -0.6932 0.5373 -1.2624 0.3 -0.4 0.4
C 1.4303 -0.2810 -0.1274 -0.2 0.2 0.1
H 1.9303 -0.4167 0.8288 0.0 -0.1 0.1
H -0.8505 -1.7228 0.3112 0.0 0.1 0.2
H -0.5492 2.0660 0.4737 0.0 -0.2 -0.1
H -1.7418 -0.5019 1.0522 0.2 -0.1 -0.1
H 1.4232 -1.2143 -0.6827 0.0 -0.2 -0.1
H 2.0084 0.4494 -0.6903 0.0 0.1 0.0
H -0.3169 -1.0147 1.7339 -0.2 0.0 -0.3
H -0.6654 -0.2786 -1.9976 -0.1 0.0 -0.2
```
Positions in Å, forces in eV/Å.

- Gap between HOMO and LUMO: 11.11 eV
- ΔE to the lowest compared entry with this formula, charge and spin: 1.4102 eV
- Net charge: +1
- LUMO: -4.303 eV
- E_HOMO: -15.4 eV
- SMILES string: C[C@@]([NH3+])(O)C=O



This record from the OMol25 dataset describes an isolated ion of composition C3H8NO2 and charge +1 at a distorted geometry. The level of theory is ωB97M-V/def2-TZVPD.

```
14
Properties=species:S:1:pos:R:3:forces:R:3
O 2.0462 0.3233 -0.4148 -0.8 -0.7 -0.2
O 1.7421 1.6508 1.3440 0.2 0.3 0.9
N -0.5524 -0.2247 -0.7638 -0.4 -0.4 -2.0
C 1.3178 0.8592 0.3766 0.8 0.7 0.2
C -1.1253 -1.5499 -0.3312 -0.2 0.0 3.3
C -0.2372 0.8148 0.2527 0.6 -0.2 0.6
H -2.0854 -1.4449 0.2301 0.6 0.3 -0.8
H -1.2165 -2.3284 -1.0599 0.0 0.3 -1.1
H 2.7346 1.7142 1.5098 -1.6 -0.5 -0.9
H -1.1684 0.2287 -1.4872 0.9 -0.8 0.6
H -0.4283 -1.9585 0.4361 -0.3 0.4 -0.5
H -0.5881 1.7954 -0.0511 0.1 0.1 -0.5
H -0.8073 0.6210 1.1552 0.4 -0.3 0.4
H 0.3683 -0.5010 -1.1964 -0.5 0.8 0.0
```
Positions in Å, forces in eV/Å.

- Gap between HOMO and LUMO: 12.27 eV
- ΔE to the lowest compared entry with this formula, charge and spin: 0.9023 eV
- Net charge: +1
- LUMO: -3.522 eV
- E_HOMO: -15.8 eV
- SMILES string: C[NH2+]CC(=O)O



This record from the OMol25 dataset describes a 2-piece molecular cluster, C3H8NO2 overall at a distorted geometry. The level of theory is ωB97M-V/def2-TZVPD.

```
14
Properties=species:S:1:pos:R:3:forces:R:3
O -1.5318 -1.3108 0.1151 -1.3 0.4 0.9
O -2.1594 0.7576 0.6058 -0.2 2.2 -0.2
N 2.1629 -0.7227 0.4417 1.5 -3.0 0.4
C 0.5721 0.4898 -0.6581 -3.3 0.0 -3.1
C 1.5492 0.4085 0.2373 0.9 0.4 2.3
C -1.6572 -0.0652 -0.2928 -0.1 0.5 1.8
H 0.3759 -0.3148 -1.4710 0.9 1.6 1.4
H -1.9035 0.1115 -1.3181 0.6 0.0 -0.8
H 3.0600 -0.8665 0.9353 -1.2 0.5 -0.2
H 1.7872 -1.5663 -0.0387 0.8 1.0 0.4
H 0.3237 1.5170 -0.8834 -0.4 0.0 -0.4
H -2.0437 -1.4431 0.9822 1.2 0.3 -1.3
H -2.3310 1.7729 0.3940 0.6 -3.2 0.0
H 1.7956 1.2322 0.9507 0.0 -0.5 -1.1
```
Positions in Å, forces in eV/Å.

- Gap between HOMO and LUMO: 8.15 eV
- ΔE to the lowest compared entry with this formula, charge and spin: 3.2120 eV
- Net charge: +1
- LUMO: -4.755 eV
- E_HOMO: -12.9 eV



This record from the OMol25 dataset describes a 2-piece molecular cluster, C3H8NO3 overall at a distorted geometry. The level of theory is ωB97M-V/def2-TZVPD.

```
15
Properties=species:S:1:pos:R:3:forces:R:3
O 2.7642 0.8275 -1.4187 0.4 0.1 0.1
O -1.9677 -1.5080 -1.7395 0.0 -0.2 -0.2
O 0.7330 0.3627 3.0436 0.0 0.0 -0.1
N -0.3007 0.1998 1.0292 0.1 0.2 -0.3
C -1.9117 -0.6088 -0.7944 0.8 0.6 0.7
C 0.6758 -0.0584 1.8904 0.0 0.2 0.8
C -0.3797 -0.1719 -0.3682 -1.8 0.0 -0.6
H -0.2050 0.7002 -1.0142 0.6 -0.2 0.1
H 0.2163 -1.0391 -0.6084 0.4 -0.1 0.0
H 2.8080 0.6660 -0.4684 -0.2 0.0 -0.2
H 1.8363 0.9854 -1.6161 -0.1 -0.2 0.2
H -1.0098 0.8260 1.3790 -0.2 0.0 0.0
H -2.3675 0.4029 -1.0444 -0.1 -0.1 0.1
H 1.4653 -0.7109 1.5191 0.2 -0.3 -0.4
H -2.3568 -0.8733 0.2110 -0.1 -0.2 -0.1
```
Positions in Å, forces in eV/Å.

- Gap between HOMO and LUMO: 6.61 eV
- ΔE to the lowest compared entry with this formula, charge and spin: 2.5528 eV
- Net charge: -1
- LUMO: 3.627 eV
- E_HOMO: -3.0 eV



This record from the OMol25 dataset describes a 2-piece molecular cluster, C3H8NO4 overall at a distorted geometry. The level of theory is ωB97M-V/def2-TZVPD.

```
16
Properties=species:S:1:pos:R:3:forces:R:3
O -1.8386 -2.6739 0.5864 0.1 0.0 0.9
O -0.0819 0.1071 1.4209 -0.1 0.2 0.4
O -0.9145 1.1015 -1.5546 -0.4 -0.1 0.3
O 0.6842 -1.8053 0.5217 0.3 0.1 0.1
N 1.3463 0.1876 -0.3537 0.2 0.7 0.1
C 1.1715 1.6306 -0.3435 0.6 -0.4 0.8
C 0.6064 -0.5542 0.6177 -0.4 -0.7 -0.4
C -0.2003 2.1129 -0.8751 0.4 0.3 -0.1
H -0.7343 2.5068 -0.0020 -0.3 -0.2 -0.3
H -1.1824 0.4491 -0.8887 0.1 0.0 -0.1
H -2.2176 -2.0742 1.2406 -0.3 0.0 -0.2
H 2.0906 2.0479 -0.7719 -0.5 0.3 -0.7
H -0.8985 -2.6017 0.8912 0.1 0.1 -0.9
H 1.2704 -0.1772 -1.2899 0.1 -0.4 0.1
H -0.1048 2.9148 -1.6103 0.2 0.1 0.1
H 1.2424 1.9435 0.7002 -0.1 -0.1 0.0
```
Positions in Å, forces in eV/Å.

- Gap between HOMO and LUMO: 8.47 eV
- ΔE to the lowest compared entry with this formula, charge and spin: 0.3565 eV
- Net charge: -1
- LUMO: 3.906 eV
- E_HOMO: -4.6 eV



This record from the OMol25 dataset describes an isolated molecule of C3H8NO6P. The level of theory is ωB97M-V/def2-TZVPD.

```
19
Properties=species:S:1:pos:R:3:forces:R:3
P -1.9952 -0.7561 0.0392 -0.2 0.0 0.1
O -1.1750 -1.8410 -0.4803 -0.1 -0.1 0.1
O -1.3267 0.3396 1.0152 0.2 0.0 0.0
O -0.1177 1.6442 -0.4458 0.2 0.3 0.0
O -3.1707 -1.1869 1.0129 0.1 0.0 -0.4
O -2.7453 0.1320 -1.0524 0.1 0.1 0.1
O -1.2329 2.5584 1.2432 0.0 0.1 -0.1
N 0.6460 0.4405 -0.6418 -0.3 -0.1 0.1
C -0.9200 1.5889 0.6429 0.0 -0.2 0.1
C 2.5816 -0.8351 0.0507 -0.2 0.0 -0.1
C 1.8666 0.5136 0.1535 0.4 -0.1 -0.1
H 1.8433 -1.6271 -0.0836 0.0 0.0 0.1
H -3.4877 -2.0603 0.7466 0.0 0.0 0.2
H 1.5849 0.7176 1.1873 -0.1 -0.1 0.0
H 0.8543 0.4688 -1.6333 0.0 0.1 0.0
H 3.1525 -1.0364 0.9549 0.1 0.0 0.0
H -2.1464 0.4789 -1.7259 -0.1 -0.1 -0.1
H 3.2611 -0.8607 -0.8020 0.0 0.0 0.0
H 2.5274 1.3212 -0.1812 -0.1 0.1 0.1
```
Positions in Å, forces in eV/Å.

- Gap between HOMO and LUMO: 10.56 eV
- ΔE to the lowest compared entry with this formula, charge and spin: 0.0000 eV
- Net charge: 0
- LUMO: 0.416 eV
- E_HOMO: -10.1 eV
- SMILES string: CCNOC(=O)OP(=O)(O)O



This record from the OMol25 dataset describes C3H8NO6SSn as an isolated structure at a distorted geometry. The level of theory is ωB97M-V/def2-TZVPD.

```
20
Properties=species:S:1:pos:R:3:forces:R:3
Sn 1.2384 -2.6266 2.9844 -1.1 1.2 -1.0
S 1.8563 0.7383 0.2878 -1.3 1.7 -1.5
O -2.6080 -0.2787 0.8600 -1.7 -0.6 -2.9
O 3.0042 1.6270 0.2005 -1.2 -1.9 -0.1
O 1.8843 -0.4535 1.1421 0.0 0.8 -0.5
O 1.3919 0.2833 -1.2595 1.3 0.2 2.3
O -1.6656 0.1543 2.6575 0.4 0.9 1.7
O -1.2715 -1.6918 1.7588 2.0 -4.2 -0.7
N -1.8834 -0.6343 1.7404 0.7 3.3 2.2
C -0.7748 -0.3543 -2.2057 0.9 -0.9 -0.4
C 0.4682 -0.8181 -1.3538 -2.3 0.3 -0.6
C 0.3702 1.8094 0.6244 0.8 -1.2 0.9
H -0.3982 -0.2302 -3.2210 -0.3 0.3 -0.1
H -1.3717 0.5071 -1.9057 0.7 0.2 0.4
H -1.5257 -1.1433 -2.2487 0.2 -0.4 0.1
H 0.0432 -1.1947 -0.4234 0.6 0.4 0.5
H 0.3825 1.9581 1.7042 -0.2 -0.1 0.0
H 0.9706 -1.6590 -1.8320 0.0 0.2 -0.1
H -0.5015 1.2184 0.3434 0.0 0.1 0.1
H 0.3906 2.7886 0.1460 0.5 -0.4 -0.4
```
Positions in Å, forces in eV/Å.

- Gap between HOMO and LUMO (spin up / spin down): 6.15 / 6.31 eV
- Spin multiplicity: 2
- Net charge: 0
- LUMO (spin up / spin down): -2.442 / -2.296 eV
- E_HOMO (spin up / spin down): -8.6 / -8.6 eV



Q: net charge of number 12 (C3H8NO6SSn)?
A: 0



Q: Which value of net charge does entry 12 give?
A: 0



Q: Number 9 is which compound?
A: C3H8NO3



Q: net charge of number 12 (C3H8NO6SSn)?
A: 0